Density functional theory data (ωB97M-V/def2-TZVPD) for a structure of composition C15H32NO2PPbSSi.

Positions of all 54 atoms, in Å:
1 Pb -0.70149 0.20116 0.15025
2 Si 2.26476 0.21020 -0.40587
3 P -0.86157 0.60427 -2.60436
4 N -0.12533 -2.04953 -0.14286
5 H -0.61927 3.62916 2.36162
6 C -2.63811 0.88600 -2.89334
7 H -2.87281 1.04731 -3.95547
8 H -2.96394 1.76536 -2.31659
9 H -3.20222 0.01360 -2.53060
10 C 0.04454 2.07124 -3.17233
11 H -0.21409 2.33809 -4.20268
12 H 1.12283 1.88805 -3.10602
13 H -0.19475 2.92361 -2.52209
14 C -0.35204 -0.85638 -3.54760
15 H -0.45549 -0.70757 -4.62910
16 H -0.96184 -1.71746 -3.24638
17 H 0.68887 -1.10247 -3.31236
18 C 2.82628 1.97695 -0.19675
19 H 2.53616 2.34470 0.78859
20 H 2.40668 2.62661 -0.97052
21 H 3.91878 2.02262 -0.28025
22 H 3.25098 -0.60364 0.34594
23 H 2.49667 -0.14731 -1.85502
24 C -0.25679 -3.32044 -0.32896
25 C -1.35957 -5.53466 -0.30546
26 C -1.42218 -4.17359 -0.09104
27 C 0.93225 -3.99364 -0.84221
28 C 0.96857 -5.34885 -1.05271
29 C -0.17273 -6.12745 -0.78026
30 H -2.23447 -6.14887 -0.10170
31 H -2.33254 -3.69219 0.27160
32 H 1.80335 -3.35550 -1.03980
33 H 1.88121 -5.80247 -1.42335
34 H -0.13668 -7.20147 -0.93773
35 C -1.05793 3.38058 1.38374
36 O -0.53270 2.15218 1.13770
37 C -2.56214 3.44523 1.63445
38 H -2.95293 4.46625 1.54305
39 H -2.77750 3.07245 2.64017
40 H -3.13885 2.80974 0.95426
41 C -0.53057 4.48495 0.47008
42 H -1.22084 4.78042 -0.32982
43 H 0.38783 4.16314 -0.02111
44 H -0.28855 5.37126 1.07272
45 C 1.96802 -1.44066 3.92955
46 S 0.56090 -0.63061 3.18266
47 C 0.35835 0.84315 4.17444
48 O 1.12516 -0.10462 1.84470
49 H 1.66349 -1.69753 4.94227
50 H 2.83758 -0.77555 3.89574
51 H 2.18239 -2.34712 3.35308
52 H 1.15160 1.55442 3.93744
53 H -0.60351 1.28650 3.91205
54 H 0.36617 0.52038 5.21822

HOMO (spin up / spin down)   -6.50 / -5.77 eV
Multiplicity   1
Molecular weight   556.75 g mol⁻¹